The following is a quantum chemistry calculation of C56H52ClINO2P2PbS4 as an isolated structure, from the OMol25 dataset.

The calculation puts the LUMO energy at -0.0764 Eh. Its net charge is +1.

Geometry as XYZ:
```
120
C56H52ClINO2P2PbS4 | the OMol25 dataset | ωB97M-V/def2-TZVPD
Pb 0.49 -0.32 -0.72
C 3.85 -1.57 -1.84
C 4.09 -0.09 -2.11
S 2.62 0.98 -2.26
C 2.08 0.81 -4.02
C 1.65 -0.56 -4.56
S 0.04 -1.18 -3.95
C 0.34 -2.96 -4.28
C -0.80 -3.89 -3.88
S -1.11 -4.08 -2.09
C -0.15 -5.54 -1.56
C 2.34 -4.39 -1.38
S 3.35 -2.01 -0.14
H 4.77 -2.12 -2.06
H 3.03 -1.93 -2.46
H 4.66 0.03 -3.04
H 4.66 0.36 -1.30
H 2.92 1.17 -4.62
H 1.27 1.53 -4.11
H 2.40 -1.32 -4.33
H 1.56 -0.48 -5.64
H 1.25 -3.22 -3.74
H 0.51 -3.04 -5.36
H -0.59 -4.89 -4.28
H -1.75 -3.54 -4.28
H -0.47 -6.33 -2.23
H -0.60 -5.74 -0.59
H 2.56 -4.08 -2.40
H 3.29 -4.68 -0.92
C -3.20 4.60 3.87
C -2.39 4.68 2.56
C -2.30 6.14 2.08
C -3.08 3.85 1.50
C -4.38 4.17 1.11
C -5.05 3.46 0.14
C -4.41 2.40 -0.49
C -3.12 2.05 -0.13
P -2.26 0.70 -1.03
C -2.14 1.50 -2.67
C -2.59 0.98 -3.88
C -2.37 1.68 -5.06
C -1.66 2.87 -5.05
C -1.16 3.37 -3.85
C -1.41 2.69 -2.67
C -3.52 -0.62 -0.99
C -4.52 -0.92 -1.91
C -5.34 -2.02 -1.71
C -5.20 -2.81 -0.59
C -4.24 -2.50 0.37
C -3.40 -1.42 0.16
C -2.46 2.77 0.88
O -1.18 2.36 1.20
C -0.47 3.05 2.16
C 0.81 2.58 2.45
C 1.59 3.24 3.39
C 1.10 4.36 4.04
C -0.18 4.80 3.76
C -0.99 4.16 2.82
P 1.49 1.05 1.70
C 3.15 1.71 1.27
C 3.14 2.84 0.45
C 4.33 3.41 0.02
C 5.54 2.84 0.38
C 5.55 1.70 1.18
C 4.37 1.14 1.63
C 1.63 0.01 3.20
C 0.68 0.18 4.21
C 0.65 -0.68 5.29
C 1.56 -1.71 5.40
C 2.50 -1.90 4.39
C 2.52 -1.06 3.29
H -4.20 5.00 3.73
H -2.71 5.16 4.66
H -3.28 3.56 4.19
H -3.29 6.55 1.89
H -1.72 6.20 1.16
H -1.82 6.77 2.83
H -4.88 5.00 1.58
H -6.05 3.73 -0.14
H -4.91 1.84 -1.27
H -3.09 0.03 -3.91
H -2.75 1.28 -5.99
H -1.49 3.41 -5.97
H -0.59 4.28 -3.84
H -1.02 3.08 -1.73
H -4.68 -0.30 -2.78
H -6.10 -2.26 -2.45
H -5.84 -3.67 -0.44
H -4.14 -3.10 1.26
H -2.64 -1.17 0.89
H 2.59 2.87 3.62
H 1.71 4.88 4.77
H -0.56 5.67 4.28
H 2.19 3.29 0.17
H 4.31 4.30 -0.59
H 6.47 3.28 0.05
H 6.50 1.25 1.46
H 4.40 0.27 2.27
H -0.04 0.99 4.14
H -0.10 -0.54 6.06
H 1.54 -2.38 6.25
H 3.22 -2.71 4.46
H 3.22 -1.27 2.48
Cl 2.21 -6.65 2.48
C 1.64 -5.76 1.09
C 1.75 -6.35 -0.10
C 1.42 -5.62 -1.39
I 2.15 -6.87 -3.05
C 1.78 -3.13 -0.71
O 1.17 -2.38 -1.58
C 1.02 -3.31 0.61
N 0.32 -2.23 0.95
C -0.42 -2.21 2.05
C -0.53 -3.30 2.89
C 0.18 -4.43 2.55
C 0.98 -4.47 1.40
H 2.17 -7.34 -0.15
H -0.94 -1.29 2.27
H -1.14 -3.26 3.78
H 0.11 -5.32 3.16
```

Löwdin atomic charge list, values in e, 5 entries: 1.11, -0.52, -0.47, 0.78, -0.48